Here is a cluster of 6 separate species, C7H26O6 in total from the OMol25 dataset. Energies are from ωB97M-V with the def2-TZVPD basis set.

HOMO-LUMO gap in eV: 9.612
Energy relative to the best compared isomer or geometry (same formula, charge and spin) in kJ/mol: 57.84
HOMO energy in eV: -9.360

```
! wB97M-V def2-TZVPD RIJCOSX def2/J DEFGRID3
* xyz 0 1
C -2.190 0.609 -3.042
O -1.786 -0.129 -1.893
H -1.762 1.602 -2.948
H -1.845 0.149 -3.971
H -3.280 0.711 -3.105
H -1.954 -1.066 -2.025
C 3.225 1.380 -2.245
O 3.025 1.447 -0.847
H 4.052 0.708 -2.485
H 2.323 1.045 -2.762
H 3.473 2.379 -2.618
H 2.263 0.901 -0.627
C 1.201 -2.278 -2.543
O 2.276 -1.991 -3.430
H 1.326 -1.787 -1.573
H 0.297 -1.879 -2.996
H 1.093 -3.356 -2.387
H 3.083 -2.325 -3.026
C 2.048 -1.316 2.512
O 2.798 -2.154 3.381
H 1.178 -1.807 2.069
H 1.680 -0.426 3.042
H 2.690 -0.962 1.710
H 2.188 -2.553 4.006
C -1.927 1.995 1.528
C -1.821 0.922 2.595
C -3.166 0.674 3.261
O -1.308 -0.291 2.000
H -0.951 2.363 1.217
H -2.526 2.847 1.853
H -2.426 1.567 0.650
H -1.064 1.187 3.333
H -3.875 0.316 2.505
H -3.572 1.602 3.661
H -3.099 -0.067 4.056
H -2.050 -0.794 1.647
O 0.524 0.277 -0.180
H -0.047 0.197 0.599
H -0.094 0.300 -0.922
*
```


Here is a cluster of 8 separate species, C4H24N2O8 in total at a distorted geometry from the OMol25 dataset. Energies are from ωB97M-V with the def2-TZVPD basis set.

HOMO-LUMO gap (alpha / beta) in eV: 2.364 / 8.699
HOMO energy (alpha / beta) in eV: 0.200 / -6.241

```
! wB97M-V def2-TZVPD RIJCOSX def2/J DEFGRID3
* xyz -1 2
O -4.227 -0.753 -1.116
C -3.017 -0.906 -1.023
N -2.102 -0.112 -1.648
C -0.727 -0.540 -1.454
C 0.109 0.610 -0.806
C -0.502 1.991 -0.601
N -1.550 2.033 0.454
H -2.661 -1.780 -0.474
H -2.429 0.376 -2.466
H -0.456 -1.430 -0.874
H -0.230 -0.714 -2.425
H 1.025 0.847 -1.373
H 0.342 0.184 0.179
H -0.824 2.297 -1.634
H 0.199 2.740 -0.229
H -2.517 2.000 0.150
H -1.490 1.203 1.053
H -0.637 3.382 2.113
H 0.440 2.609 1.636
O 0.080 2.856 2.496
H 1.932 -1.893 0.964
H 1.495 -0.786 1.889
O 1.227 -1.702 1.603
H 1.908 1.650 -3.847
H 1.936 0.070 -4.028
O 2.467 0.858 -3.804
H 0.832 1.109 3.057
H 2.169 0.485 3.483
O 1.640 0.677 2.693
H 2.986 -1.120 -1.604
H 4.031 -0.299 -0.955
O 3.500 -1.104 -0.772
H 0.228 -3.240 1.542
H -0.038 -4.487 0.591
O -0.416 -3.911 1.256
H -0.990 -1.219 1.536
H -1.843 -1.064 2.695
O -1.895 -0.916 1.740
*
```


Here is a structure of composition C5H10N3 at a distorted geometry from the OMol25 dataset. Energies are from ωB97M-V with the def2-TZVPD basis set.

HOMO-LUMO gap (alpha / beta) in eV: 6.661 / 8.385
Energy relative to the best compared isomer or geometry (same formula, charge and spin) in kJ/mol: 400.68
HOMO energy (alpha / beta) in eV: -10.404 / -15.440

```
! wB97M-V def2-TZVPD RIJCOSX def2/J DEFGRID3
* xyz 1 3
C 0.777 0.768 -1.779
C -1.084 -0.149 -1.340
C -2.276 -0.721 -1.468
C 2.127 0.360 0.219
C -0.975 0.189 1.079
N -0.373 0.516 -2.259
N 0.907 0.562 -0.427
N -0.243 -0.293 -0.075
H 1.512 1.185 -2.385
H -2.763 -1.404 -0.912
H -2.988 -0.556 -2.275
H 2.701 -0.490 -0.014
H 2.657 1.204 -0.041
H 2.017 0.295 1.202
H -1.842 0.681 0.893
H -1.390 -0.635 1.600
H -0.309 0.844 1.764
H 0.024 -1.527 0.141
*
```


Here is a structure of composition C41H64Cl3DyIN7OP at a distorted geometry from the OMol25 dataset. Energies are from ωB97M-V with the def2-TZVPD basis set.

HOMO-LUMO gap (alpha / beta) in eV: 7.202 / 7.291
Energy relative to the best compared isomer or geometry (same formula, charge and spin) in kJ/mol: 11.77
HOMO energy (alpha / beta) in eV: -9.829 / -9.840

```
! wB97M-V def2-TZVPD RIJCOSX def2/J DEFGRID3
* xyz 1 6
Dy 2.975 -1.162 -0.753
Cl 7.480 4.455 -2.258
C 6.221 3.413 -1.746
C 6.401 2.048 -1.737
C 5.375 1.248 -1.213
Cl 5.733 -0.456 -0.864
C 4.127 1.779 -0.876
O 3.116 1.009 -0.538
C 3.968 3.206 -0.905
Cl 2.450 3.842 -0.461
C 4.973 4.013 -1.426
H 7.322 1.582 -2.119
H 4.882 5.081 -1.477
C 0.986 0.189 2.375
N 2.295 0.764 2.639
C 2.262 2.211 2.819
C 3.383 0.001 2.484
N 3.287 -1.137 1.667
C 3.174 -2.348 2.289
C 2.832 -2.502 3.644
C 3.057 -3.718 4.317
C 3.439 -4.840 3.575
C 3.561 -4.703 2.127
C 3.227 -3.501 1.466
N 3.179 -3.434 0.074
C 2.840 -4.555 -0.629
N 1.833 -5.428 -0.292
C 2.061 -6.809 -0.734
C 0.894 -5.143 0.767
N 3.372 -4.682 -1.881
C 2.620 -5.018 -3.105
C 4.639 -4.061 -2.162
N 4.513 0.283 3.113
C 4.512 1.241 4.276
C 5.771 -0.343 2.827
H 0.334 0.178 3.252
H 1.168 -0.830 2.085
H 0.524 0.787 1.605
H 1.780 2.385 3.816
H 1.598 2.583 2.018
H 3.243 2.661 2.656
H 2.534 -1.618 4.183
H 2.940 -3.818 5.405
H 3.667 -5.769 4.073
H 3.908 -5.538 1.530
H 3.053 -6.976 -1.148
H 1.326 -7.003 -1.506
H 1.910 -7.521 0.080
H 0.695 -4.082 0.841
H 1.241 -5.530 1.753
H -0.066 -5.636 0.493
H 1.587 -5.327 -2.819
H 3.079 -5.854 -3.583
H 2.642 -4.075 -3.676
H 5.190 -3.794 -1.258
H 4.526 -3.165 -2.811
H 5.309 -4.721 -2.764
H 3.628 1.220 4.959
H 4.559 2.306 3.939
H 5.467 1.012 4.819
H 5.955 -0.262 1.753
H 5.834 -1.390 3.133
H 6.616 0.229 3.338
I 2.236 -1.071 -3.558
N -0.554 -1.522 -0.378
C 0.597 -1.310 -0.440
H -1.490 -1.153 -0.447
C -2.162 6.091 -0.820
C -2.288 5.332 -2.165
C -2.163 3.812 -1.958
C -3.333 3.326 -1.028
C -3.227 4.035 0.325
C -2.209 5.137 0.374
P -3.298 1.465 -0.995
C -4.310 0.781 0.468
C -5.377 1.638 1.149
C -5.617 1.202 2.562
C -5.543 -0.334 2.762
C -4.156 -0.852 2.507
C -3.410 0.062 1.498
C -4.454 0.871 -2.447
C -5.944 1.213 -2.324
C -6.712 0.903 -3.621
C -5.935 0.044 -4.687
C -4.537 0.686 -4.995
C -3.820 1.280 -3.755
H -2.952 6.818 -0.820
H -1.261 6.717 -0.754
H -1.529 5.666 -2.880
H -3.231 5.491 -2.670
H -1.183 3.587 -1.515
H -2.197 3.259 -2.913
H -4.229 3.633 -1.600
H -2.840 3.240 1.023
H -4.244 4.325 0.700
H -1.193 4.759 0.486
H -2.281 5.845 1.233
H -4.888 -0.067 0.037
H -6.370 1.636 0.542
H -5.169 2.710 1.119
H -6.549 1.574 2.903
H -4.881 1.641 3.220
H -6.323 -0.922 2.231
H -5.765 -0.390 3.856
H -4.125 -1.904 2.180
H -3.633 -0.778 3.445
H -2.682 -0.500 0.900
H -2.792 0.717 2.110
H -4.323 -0.254 -2.454
H -6.121 2.275 -2.044
H -6.401 0.634 -1.506
H -7.075 1.850 -4.106
H -7.639 0.342 -3.379
H -6.512 -0.122 -5.603
H -5.770 -0.938 -4.214
H -4.616 1.439 -5.822
H -3.918 -0.145 -5.442
H -3.823 2.342 -3.955
H -2.791 0.907 -3.785
*
```


Here is an isolated molecule of C3H3NO at a distorted geometry from the OMol25 dataset. Energies are from ωB97M-V with the def2-TZVPD basis set.

HOMO-LUMO gap in eV: 9.361
Energy relative to the best compared isomer or geometry (same formula, charge and spin) in kJ/mol: 212.32
HOMO energy in eV: -8.807

```
! wB97M-V def2-TZVPD RIJCOSX def2/J DEFGRID3
* xyz 0 1
C -1.112 -0.360 -0.568
C 0.095 -0.195 0.029
C -0.873 0.913 -0.053
N 1.369 -0.453 0.425
O -1.022 2.179 -0.111
H -1.937 -1.077 -0.856
H 1.703 -1.421 0.440
H 1.777 0.413 0.693
*
```


Here is a cluster of 2 separate species, C2HF2N3O4 in total at a distorted geometry from the OMol25 dataset. Energies are from ωB97M-V with the def2-TZVPD basis set.

HOMO-LUMO gap (alpha / beta) in eV: 7.422 / 7.951
HOMO energy (alpha / beta) in eV: -8.125 / -11.943

```
! wB97M-V def2-TZVPD RIJCOSX def2/J DEFGRID3
* xyz 0 3
C -0.125 -0.457 1.509
C 0.096 -0.329 0.037
N -0.188 -0.546 2.660
N 0.208 -1.737 -0.551
N -1.102 1.489 -0.146
O -0.926 -2.080 -0.851
O 1.268 -2.240 -0.784
O 1.958 0.100 0.232
O -0.345 0.570 -0.763
F -0.572 2.741 -0.493
F -2.375 1.472 -0.742
H 2.104 1.016 -0.108
*
```